1.
A single C3H3Br2F molecule in a non-equilibrium geometry, computed with ωB97M-V with the def2-TZVPD basis set.

Each line ends with the natural charge from an NBO analysis.
Cartesian coordinates (Å):
H 2.0394 1.1599 -0.6715  0.248
Br -0.1360 0.2021 -2.6337  -0.055
Br -0.4683 -2.0308 1.3451  0.013
C 1.3188 0.7062 0.0792  -0.414
F -1.6644 0.2442 1.3064  -0.338
C -1.0091 -0.4644 0.3170  0.084
H 1.4305 0.7546 1.2075  0.253
C 0.1970 0.1721 -0.4565  -0.002
H -1.7079 -0.7439 -0.4937  0.212

Properties
Lowest unoccupied orbital energy in eV: -0.56
Energy above the lowest of the compared OMol25 structures with the same formula, charge and spin in kcal/mol: 16.3
Frontier orbital gap in eV: 9.7
SMILES: C=C(Br)[C@H](F)Br
E in Ha: -5363.933900
Strongest force on any atom in eV/A: 3.27
HOMO energy in eV: -10.256
Net charge: 0



2.
A single C6H13N molecule, computed with ωB97M-V with the def2-TZVPD basis set.

Each line ends with the natural charge from an NBO analysis.
Cartesian coordinates (Å):
C -0.1044 -0.7134 1.4969  -0.082
C -0.0554 0.1285 2.7923  -0.616
C -0.2728 1.0079 -1.2134  -0.403
H -1.2442 2.1427 -2.7969  0.212
H 0.1301 1.1703 -3.3423  0.202
H 0.6648 -2.5472 0.3390  0.189
H -1.1559 -0.8933 1.2161  0.187
C 0.4340 -0.3101 -0.9547  -0.210
H 1.7927 -1.9463 1.6262  0.195
H 0.9489 0.3160 3.2054  0.217
H -1.4192 0.3982 -2.9712  0.201
H 1.3246 -0.3759 -1.6026  0.194
C -0.7252 1.1884 -2.6591  -0.605
C 0.9221 -1.7144 1.0141  -0.252
H -1.1456 1.0579 -0.5535  0.193
H -0.7116 -0.3252 3.5611  0.210
H -0.2316 -1.1418 -1.2539  0.159
H 0.4116 1.8078 -0.9099  0.206
N 0.8613 -0.3910 0.4425  -0.414
H -0.4243 1.1410 2.5637  0.214

Properties
Lowest unoccupied orbital energy in eV: 1.24
Energy above the lowest of the compared OMol25 structures with the same formula, charge and spin in kcal/mol: 24.6
Frontier orbital gap in eV: 10.2
SMILES: CCCN1C[C@H]1C
E in Ha: -291.119598
Strongest force on any atom in eV/A: 0.71
HOMO energy in eV: -8.952
Net charge: 0



3.
A gas-phase ion, CH6N3S (charge +1) in a non-equilibrium geometry, computed with ωB97M-V with the def2-TZVPD basis set.

Each line ends with the natural charge from an NBO analysis.
Cartesian coordinates (Å):
H 2.4534 -0.1383 -0.6791  0.404
H 0.1975 -1.2198 1.5423  0.439
H 0.5610 -1.6709 -0.8709  0.248
N -0.0896 -0.6586 0.7720  -0.744
C 0.3118 -0.6352 -0.6394  -0.093
H -2.6903 1.6370 0.5128  0.443
H 1.3645 1.1811 -0.4723  0.379
H -0.5006 -0.0308 -1.1465  0.254
N 1.4604 0.2213 -0.8394  -0.821
S -1.1125 0.3441 1.4631  1.351
N -1.9555 0.9700 0.3574  -0.859

Properties
Lowest unoccupied orbital energy (alpha / beta) in eV: -6.62 / -6.62
Energy above the lowest of the compared OMol25 structures with the same formula, charge and spin in kcal/mol: 55.2
Frontier orbital gap (alpha / beta) in eV: 7.5 / 7.5
E in Ha: -603.810792
Strongest force on any atom in eV/A: 2.80
HOMO energy (alpha / beta) in eV: -14.071 / -14.071
Net charge: +1



4.
A molecular structure, C28H70F4Li2N2O22S4 in a non-equilibrium geometry, computed with ωB97M-V with the def2-TZVPD basis set.

Each line ends with the Löwdin charge.
Cartesian coordinates (Å):
H -5.5042 8.6358 18.7092  0.111
H -3.7162 8.9023 15.7801  0.122
H -4.1986 9.9614 12.5212  0.118
H -1.6850 9.7175 14.0922  0.114
O -7.0370 12.8414 17.9368  -0.193
H -4.9852 17.3155 20.4351  0.122
F 0.3620 11.8344 17.4640  -0.193
H -1.8392 11.6459 12.5775  0.132
C -4.9504 9.1934 12.7368  -0.219
C -5.2537 8.5093 11.4157  -0.206
H 5.0390 14.4873 11.9367  0.093
H 0.7979 15.8039 15.2330  0.108
O -1.0696 11.9895 15.4945  -0.219
O 0.2898 7.9074 20.1510  -0.241
H 2.9775 17.6490 16.7427  0.085
H -3.7209 18.7797 21.5586  0.086
H 0.3417 18.1568 11.2102  0.086
C -1.0753 10.8853 12.3891  -0.210
O 1.0708 17.7293 15.8206  -0.181
H 1.3410 14.2647 13.6033  0.112
O -0.4118 13.9784 16.8331  -0.216
H 0.5361 10.5314 9.5837  0.091
C -8.4140 14.2120 15.6696  -0.124
H -5.7765 17.7479 19.0346  0.113
H -5.6125 9.7760 17.3371  0.074
C 2.6656 13.0233 14.7783  -0.201
O 3.2316 14.4955 12.8326  -0.188
H 4.8202 13.1732 13.1465  0.079
C 2.2675 13.6976 13.4778  -0.202
C 0.3184 18.9103 12.0033  -0.109
H -6.2784 15.0072 16.6365  0.123
H 1.6832 16.5855 17.4025  0.087
H -2.1126 7.2464 17.8415  0.146
C -5.0728 9.5326 18.2489  -0.100
O -3.7086 9.3463 17.8788  -0.258
H -5.9978 14.2961 19.0284  0.116
O -8.3253 15.1480 16.7119  -0.165
O -3.8461 12.1394 16.3507  -0.239
H -0.8888 6.9522 11.8865  0.090
H 1.8513 12.3456 15.0462  0.110
F -4.1239 12.4398 18.6902  -0.187
O 0.9891 18.4307 13.1527  -0.171
C 4.3414 13.7654 12.3686  -0.105
H -3.9153 20.5257 21.3641  0.087
H -6.0509 9.9454 15.2803  0.066
H -2.1824 7.0747 16.0724  0.134
C -7.0684 15.1766 17.3739  -0.178
O -0.7668 10.9038 11.0122  -0.170
O -4.8744 19.3187 19.9663  -0.152
S 0.1580 9.2737 20.5572  0.486
H -7.2488 10.8575 18.2796  0.067
N -1.1318 10.0777 20.0217  -0.445
Li -1.4719 11.9404 19.9235  0.703
O -3.5396 18.1426 17.5717  -0.161
H -9.0665 14.5746 14.8776  0.087
C -6.9286 14.1229 18.4755  -0.208
C -7.4178 11.7974 18.7885  -0.106
C -1.3973 9.5779 13.0452  -0.161
H -1.2636 6.9509 13.6420  0.078
H -0.2494 11.4058 12.9051  0.110
Li -1.8367 10.0970 18.2155  0.576
C 1.9067 17.5545 16.9447  -0.101
O -3.1921 14.2025 17.5013  -0.238
H -2.7748 19.5887 20.3784  0.082
C 1.2166 16.7337 14.8308  -0.209
C 0.5311 10.4259 10.6690  -0.083
C -3.6408 17.4547 18.7938  -0.228
H 3.5017 12.3187 14.6662  0.122
O -2.1176 8.1702 21.6913  -0.205
H 1.3624 11.0013 11.0889  0.078
H -2.1736 9.0373 12.4948  0.104
H 5.0648 13.9352 15.7791  0.090
H -8.4903 11.8767 19.0102  0.096
H -6.9548 11.8055 19.7816  0.095
H -2.1030 16.7233 16.7990  0.078
H -7.4512 14.0774 15.1507  0.084
H -3.8541 6.3478 10.9415  0.085
H -4.7604 6.8011 9.4832  0.087
H 1.8605 12.9544 12.7725  0.115
H -8.6329 13.1991 16.0152  0.079
H 4.0934 13.1747 11.4758  0.091
H -4.4889 8.5147 13.4645  0.118
H -5.7685 7.5528 11.5749  0.123
C -3.9008 7.0554 10.1097  -0.102
S -2.1456 9.5410 21.3276  0.566
H -4.3924 7.6994 16.8070  0.141
C -0.5790 7.3293 12.8695  -0.142
H -0.5674 17.1715 13.6963  0.126
H -2.5230 17.9753 15.7662  0.085
C 0.5170 17.1606 13.5556  -0.204
O -4.1099 8.3754 10.5945  -0.194
H 0.4511 7.6925 17.0276  0.100
H 0.9183 19.7720 11.7099  0.088
H -2.9916 7.0144 9.5185  0.085
C 4.1648 14.5568 15.8521  -0.106
O -0.2755 8.6722 13.0461  -0.208
C -6.1036 10.5316 14.3618  -0.064
H -5.2195 10.2606 19.0375  0.056
O 0.6182 9.6977 21.8356  -0.222
C -3.5901 8.4417 16.7639  -0.166
H -6.9836 11.1575 14.2571  0.092
H -6.0162 9.0238 10.8234  0.132
H -7.0169 16.1836 17.7794  0.116
H -2.7533 17.6006 19.4282  0.117
H -5.1976 11.1433 14.3282  0.079
F -3.5661 9.7903 20.6350  -0.167
H -3.6724 16.3773 18.6042  0.103
H -1.5926 18.4448 17.1838  0.090
H -0.1136 7.7371 15.3598  0.067
O -2.1229 10.5496 22.3562  -0.256
H 0.5755 9.3783 10.9677  0.078
C -2.2567 7.7904 16.9043  -0.186
H 4.2579 15.2350 16.6957  0.085
H 0.3584 6.7810 13.0206  0.095
S -3.1632 12.7806 17.4475  0.439
C -4.8400 17.9662 19.5555  -0.223
C 0.0263 8.3390 16.2534  -0.032
C -2.3834 17.7804 16.8330  -0.094
F 1.1005 9.9888 19.4609  -0.195
H 0.6617 9.2063 16.1163  0.101
N -1.9165 12.0171 18.0327  -0.424
O -6.1753 9.6906 13.2082  -0.179
H 1.6277 18.3682 17.6128  0.086
O -1.2517 8.7725 16.7269  -0.260
H 2.2705 16.5439 14.5964  0.117
H 0.8000 16.4152 12.8036  0.118
H 4.1740 15.1851 14.9538  0.078
S -0.8471 12.6213 16.7490  0.585
H -7.7730 14.3047 19.1565  0.132
O 2.9803 13.8057 15.8998  -0.177
C -3.7723 19.5947 20.8231  -0.111
H -0.7058 19.2466 12.1859  0.087

Properties
Lowest unoccupied orbital energy in eV: -0.71
Energy above the lowest of the compared OMol25 structures with the same formula, charge and spin in kcal/mol: 0.0
Frontier orbital gap in eV: 8.7
E in Ha: -4880.622561
Strongest force on any atom in eV/A: 6.96
HOMO energy in eV: -9.388
Net charge: 0



> What is the formula in the first record?

C3H3Br2F



> Among the records above, which one has the lowest strongest force on any atom?

C6H13N